Record 1
{
  "formula": "C5H6N2O",
  "method": "ωB97M-V with the def2-TZVPD basis set",
  "species": ["O", "C", "C", "C", "H", "H", "H", "C", "N", "H", "C", "H", "H", "N"],
  "positions_angstrom": [[-0.242, 2.417, -1.135], [0.317, -2.078, -0.413], [-0.094, 1.531, -0.314], [-0.175, -1.692, -1.728], [-0.061, -2.206, -2.718], [-0.526, 0.767, 1.862], [-0.460, 2.734, 1.889], [0.026, 1.731, 1.248], [-0.109, 0.103, -0.523], [0.119, -0.800, 1.515], [0.222, -0.863, 0.306], [1.132, 1.818, 1.642], [0.139, -3.064, 0.061], [-0.287, -0.400, -1.693]],
  "lumo_energy_ev": 0.2441,
  "gap_ev": 9.9644,
  "smiles": "CC(=O)n1cccn1",
  "homo_energy_ev": -9.72,
  "largest_force_ev_per_a": 6.7,
  "relative_energy_ev": 2.979,
  "total_energy_ev": -10306.6249
}


Record 2
{
  "formula": "C8H12BO5SSn",
  "method": "ωB97M-V with the def2-TZVPD basis set",
  "species": ["C", "H", "O", "H", "H", "Sn", "C", "C", "C", "C", "H", "O", "H", "C", "H", "H", "C", "B", "H", "O", "O", "C", "H", "H", "O", "S", "H", "H"],
  "positions_angstrom": [[-2.764, -1.892, 3.838], [-2.433, -2.380, 4.753], [2.389, 0.022, -1.209], [-1.892, -0.415, 0.599], [-1.013, 2.871, -0.002], [1.238, -2.214, 0.195], [-2.436, -0.518, 1.535], [-0.052, 2.672, -0.455], [1.834, 3.591, -1.905], [1.966, 1.185, -1.144], [-3.395, -1.082, 4.216], [0.315, 0.490, 0.434], [1.550, -1.766, -2.423], [0.663, 1.429, -0.286], [2.810, -3.113, -2.125], [-3.247, -1.215, 1.297], [0.496, 3.704, -1.170], [1.775, -2.882, -2.563], [1.710, -3.106, -3.677], [2.320, 4.480, -2.641], [-0.697, -2.340, 2.303], [2.468, 2.339, -1.851], [-3.036, 0.346, 1.823], [0.998, -3.535, -2.006], [-0.124, 4.805, -1.184], [-1.412, -1.152, 2.906], [-3.387, -2.498, 3.184], [3.356, 2.174, -2.445]],
  "lumo_energy_ev": 0.5552,
  "total_charge": -1,
  "gap_ev": 4.1895,
  "homo_energy_ev": -3.63,
  "largest_force_ev_per_a": 4.4,
  "relative_energy_ev": 0.500,
  "total_energy_ev": -36067.3046
}


Record 3
{
  "formula": "C14H10ClCsNO2S",
  "method": "ωB97M-V with the def2-TZVPD basis set",
  "species": ["C", "C", "C", "C", "H", "H", "C", "C", "H", "O", "C", "H", "H", "H", "C", "C", "O", "C", "N", "H", "H", "H", "S", "C", "H", "C", "C", "Cl", "Cs", "C"],
  "positions_angstrom": [[0.112, -0.242, -1.558], [-2.477, -0.633, -0.624], [3.997, 1.220, 1.639], [3.798, 1.209, -0.780], [4.491, 1.516, 2.559], [-3.784, -1.910, 0.430], [2.636, 0.446, -0.662], [4.454, 1.557, 0.367], [5.378, 2.130, 0.303], [-3.531, 0.144, 2.131], [-0.981, -0.110, -2.384], [2.469, 0.183, 2.719], [1.166, -1.777, 0.914], [-3.118, -0.201, -2.634], [-1.376, -0.761, 0.211], [2.856, 0.466, 1.738], [-5.376, 0.757, 0.967], [-3.852, -0.908, -0.024], [0.955, -0.785, 0.755], [-4.631, -0.976, -0.786], [-1.533, -1.035, 1.254], [4.211, 1.516, -1.735], [1.778, -0.001, -2.175], [2.137, 0.035, 0.549], [-5.092, 1.637, 0.675], [-4.193, 0.040, 1.130], [-0.081, -0.576, -0.225], [-0.733, 0.273, -4.070], [2.599, -2.916, 1.267], [-2.277, -0.296, -1.951]],
  "lumo_energy_ev": -3.5849,
  "total_charge": 1,
  "gap_ev": 7.5871,
  "homo_energy_ev": -11.17,
  "largest_force_ev_per_a": 4.7,
  "total_energy_ev": -44164.3348
}


Record 4
{
  "formula": "C24H62N4O9",
  "method": "ωB97M-V with the def2-TZVPD basis set",
  "species": ["H", "N", "H", "H", "H", "C", "H", "O", "H", "H", "C", "C", "C", "C", "C", "H", "H", "H", "C", "H", "H", "N", "C", "H", "C", "H", "H", "H", "H", "H", "H", "H", "H", "H", "C", "H", "C", "C", "H", "O", "C", "H", "C", "O", "H", "H", "C", "H", "O", "H", "H", "O", "H", "H", "C", "H", "H", "C", "H", "C", "H", "H", "H", "C", "H", "H", "H", "H", "H", "N", "C", "C", "O", "H", "H", "H", "H", "C", "C", "H", "H", "H", "H", "H", "C", "H", "H", "H", "H", "O", "H", "O", "H", "N", "H", "O", "H", "H", "H"],
  "positions_angstrom": [[-17.783, 9.063, 9.231], [-15.377, 7.993, 2.866], [-12.761, 6.722, 2.875], [-7.557, 3.960, 4.963], [-15.824, 16.700, 8.114], [-6.576, 4.605, 7.473], [-13.847, 10.950, 6.145], [-18.081, 7.365, 2.711], [-14.645, 15.037, 6.771], [-19.478, 6.925, 4.215], [-12.828, 5.991, 6.083], [-12.046, 3.871, 5.396], [-18.055, 9.813, 7.250], [-17.681, 8.596, 3.235], [-12.621, 7.281, 10.359], [-14.752, 8.865, 9.623], [-14.094, 9.103, 1.585], [-14.094, 4.257, 0.738], [-15.285, 17.508, 6.147], [-13.775, 5.520, 6.373], [-20.110, 7.681, 2.740], [-16.653, 7.897, 7.835], [-13.364, 4.946, 1.155], [-6.498, 5.189, 6.550], [-16.360, 9.061, 2.654], [-16.027, 12.394, 6.268], [-17.471, 7.331, 7.627], [-12.495, 11.914, 6.646], [-7.164, 2.240, 6.888], [-15.971, 9.908, 3.227], [-15.840, 18.456, 6.198], [-19.531, 5.998, 2.681], [-16.443, 9.375, 1.607], [-13.463, 11.201, 7.871], [-16.043, 16.518, 7.052], [-13.919, 7.951, 8.407], [-14.603, 7.839, 9.257], [-15.913, 7.179, 8.887], [-12.842, 3.254, 5.835], [-7.839, 4.011, 7.647], [-19.367, 6.975, 3.129], [-6.418, 5.355, 8.250], [-8.036, 2.907, 6.794], [-14.201, 12.919, 7.029], [-17.651, 8.626, 4.330], [-12.543, 18.554, 7.424], [-10.759, 3.079, 5.296], [-12.550, 5.183, 0.464], [-14.008, 7.049, 10.262], [-8.826, 2.276, 7.204], [-16.386, 9.894, 8.489], [-13.907, 17.524, 6.381], [-17.520, 10.070, 6.329], [-20.807, 8.703, 5.909], [-13.220, 7.150, 1.978], [-17.124, 16.606, 6.938], [-15.245, 8.397, 4.830], [-13.536, 11.687, 6.889], [-13.490, 8.896, 3.171], [-20.192, 9.510, 6.308], [-14.199, 19.002, 7.930], [-10.714, 2.344, 4.490], [-9.770, 4.757, 5.720], [-13.558, 18.188, 7.590], [-15.517, 8.448, 6.363], [-12.105, 6.540, 10.962], [-12.961, 6.509, 5.130], [-12.163, 7.312, 9.367], [-13.489, 17.462, 8.408], [-15.645, 15.165, 6.655], [-14.040, 8.355, 2.391], [-17.183, 9.165, 8.317], [-14.814, 8.584, 5.690], [-15.860, 12.064, 7.990], [-16.027, 14.359, 8.574], [-15.457, 17.179, 5.120], [-12.624, 6.777, 6.808], [-16.223, 14.130, 7.511], [-8.332, 3.288, 5.346], [-20.007, 10.222, 5.495], [-18.463, 10.754, 7.640], [-12.463, 8.251, 10.844], [-5.795, 3.846, 7.563], [-18.424, 9.369, 2.976], [-15.586, 12.779, 7.201], [-12.983, 4.511, 2.082], [-12.452, 7.461, 1.264], [-15.630, 7.126, 2.408], [-10.735, 2.547, 6.262], [-19.097, 8.891, 6.930], [-20.825, 10.073, 7.007], [-11.834, 5.001, 6.204], [-12.423, 4.167, 4.405], [-9.603, 3.959, 5.115], [-8.250, 2.424, 4.680], [-14.052, 6.179, 1.365], [-15.682, 6.165, 8.559], [-16.577, 7.107, 9.758], [-17.309, 14.029, 7.452]],
  "lumo_energy_ev": 0.7259,
  "gap_ev": 9.1655,
  "smiles": "COCCNCCOC.COCCNCCOC.COCCNCCOC.COCCNCCOC.O",
  "homo_energy_ev": -8.44,
  "largest_force_ev_per_a": 2.0,
  "relative_energy_ev": 0.421,
  "total_energy_ev": -50275.8508
}


Record 5
{
  "formula": "C19H62O12",
  "method": "ωB97M-V with the def2-TZVPD basis set",
  "species": ["O", "H", "C", "H", "H", "H", "O", "H", "H", "O", "C", "H", "H", "H", "H", "H", "H", "O", "H", "C", "H", "H", "H", "O", "H", "O", "H", "H", "C", "O", "H", "H", "H", "H", "H", "H", "O", "C", "O", "H", "C", "H", "H", "O", "H", "H", "H", "C", "H", "H", "H", "H", "H", "C", "H", "H", "H", "H", "H", "H", "C", "C", "H", "C", "C", "C", "H", "H", "H", "H", "H", "O", "H", "O", "H", "H", "C", "H", "C", "H", "H", "C", "H", "H", "H", "H", "C", "H", "H", "H", "C", "H", "C"],
  "positions_angstrom": [[-3.409, -0.457, 2.299], [-2.123, -0.850, -5.840], [2.877, -3.198, -2.202], [3.059, 2.085, -0.222], [3.102, -2.664, -4.927], [3.091, -2.285, 3.116], [-2.113, -1.241, -3.813], [5.088, 2.267, 0.025], [-0.698, 1.719, 1.665], [2.406, -3.243, -4.608], [0.077, 0.419, -0.672], [-0.851, -3.565, 0.224], [-4.605, 1.556, 0.784], [0.566, 1.366, -0.902], [1.614, -2.141, 2.227], [-2.340, -4.789, -2.286], [0.179, 3.509, -1.341], [1.348, 3.616, -3.050], [-3.787, -0.678, 0.242], [-2.126, -4.525, -1.250], [-3.705, 2.851, -2.243], [-0.253, 4.898, -2.307], [-2.423, 1.689, -2.561], [3.038, -3.479, 1.568], [-0.044, -4.116, -1.123], [3.269, 1.890, 0.695], [-4.906, -1.400, 1.328], [-1.600, -2.796, 4.763], [4.572, 1.535, 0.646], [0.421, -2.420, 4.779], [-3.590, -3.380, -1.492], [5.545, -0.324, 0.079], [-6.072, 0.749, 0.643], [4.138, 0.125, -0.827], [1.737, -1.777, -3.357], [3.733, -2.582, -2.478], [-0.593, 3.627, 1.248], [-0.891, -2.064, 4.377], [-3.362, -3.924, -0.735], [-0.778, 3.806, 3.928], [2.998, 1.115, 4.290], [-1.055, -2.674, -1.341], [-0.832, -2.064, 3.288], [-1.089, 0.885, 1.395], [-1.011, 5.628, 1.461], [-0.867, 0.284, -1.200], [3.992, -0.572, 0.727], [-0.083, 0.075, 0.763], [2.457, 1.066, 5.235], [2.554, -2.879, -1.211], [-1.991, -5.479, -0.739], [-1.009, 3.487, 0.395], [3.687, 1.954, 4.194], [-3.064, 2.100, -1.781], [-2.642, 0.049, 2.020], [-3.828, 1.346, -1.592], [-0.847, 5.520, 4.012], [2.499, 1.454, 2.413], [1.778, 4.438, -3.296], [-0.652, -1.625, -5.252], [-0.990, -3.647, -0.854], [-4.321, -0.493, 1.174], [-2.117, 1.730, -0.181], [-0.433, 4.705, 3.418], [-1.426, -0.899, -5.003], [2.367, -2.863, 2.541], [3.579, 0.202, 4.156], [-1.110, -1.103, 4.842], [-1.537, 1.209, -4.477], [-5.346, 0.953, 2.300], [-0.182, 0.288, -3.728], [2.105, 1.136, 3.228], [-0.596, 3.289, -2.873], [-2.349, 2.555, -0.613], [5.074, 1.624, 1.609], [-0.084, 0.868, -5.364], [-1.114, 4.686, 1.999], [-0.430, -0.959, 0.772], [-5.165, 0.742, 1.246], [3.167, -4.247, -2.266], [-2.195, 4.553, 2.046], [0.157, 3.889, -2.362], [-2.813, -1.855, -4.044], [3.446, -4.264, 1.942], [0.873, -3.181, -3.133], [0.873, 0.106, 1.285], [4.574, 0.163, 0.171], [0.964, -1.680, 4.498], [1.935, -3.590, 3.228], [0.734, -0.282, -1.186], [-0.772, 0.447, -4.630], [0.646, 4.857, 3.386], [1.899, -2.853, -3.306]],
  "lumo_energy_ev": 0.3662,
  "gap_ev": 9.9291,
  "smiles": "CCO.CCO.CCO.CCO.CCO.CCO.CCO.CO.CO.CO.CO.CO",
  "homo_energy_ev": -9.56,
  "largest_force_ev_per_a": 4.0,
  "relative_energy_ev": 5.710,
  "total_energy_ev": -45273.0443
}